Entry from OMol25: 2 unconnected molecules or ions with the total composition C21H35FNO6 in a non-equilibrium geometry (wB97M-V/def2-TZVPD).

Output
electronic energy = -38817.61201 eV
HOMO = -11.509 eV
E_LUMO = -7.9 eV
Kohn-Sham gap = 3.65 eV
ΔE to the lowest compared entry with this formula, charge and spin = 199.7 kcal/mol
total charge = +1

Cartesian coordinates (Å):
1 C 5.3383 -0.8392 -2.1921
2 C 5.5373 0.4444 -3.2116
3 O 4.2972 0.9143 -3.8487
4 C 3.8858 2.2434 -3.3516
5 C 2.4931 2.7962 -4.0841
6 O 1.2781 2.5550 -3.2585
7 C 0.7711 1.2429 -3.7831
8 C -0.5063 0.6738 -2.9291
9 C -1.0382 -0.7135 -2.9775
10 C -0.6052 -2.0519 -3.8136
11 C 0.9611 -2.1113 -4.2880
12 C 1.2544 -3.5689 -5.0538
13 F 1.8665 -1.9964 -3.1204
14 C -2.3417 -0.7570 -1.9582
15 O -3.1152 -1.8452 -2.0082
16 O -2.4388 0.4942 -1.1815
17 C -1.5297 1.4630 -1.8748
18 O -1.6282 2.7900 -1.6503
19 H 4.5118 -0.6878 -1.3778
20 H 6.3635 -1.0763 -1.6332
21 H 5.0650 -1.8498 -2.7613
22 H 6.2400 0.0452 -4.0904
23 H 6.0096 1.3423 -2.6232
24 H 3.6799 2.2874 -2.1983
25 H 4.7396 3.0039 -3.6728
26 H 2.4031 2.3256 -5.1580
27 H 2.6395 3.9647 -4.2578
28 H 1.6992 0.5057 -3.6733
29 H 0.4294 1.4072 -4.8899
30 H -1.3365 -2.2848 -4.7283
31 H -0.7616 -2.9738 -3.0712
32 H 1.1752 -1.2530 -5.0899
33 H 0.2861 -3.8837 -5.6680
34 H 2.2052 -3.4891 -5.7522
35 H 1.5124 -4.3859 -4.2254
36 C -2.3225 2.2821 3.5050
37 C -1.3899 1.0359 3.4201
38 C -1.9055 0.0277 2.3517
39 C -3.0860 -0.8197 2.8012
40 C -2.7726 -1.5054 4.1240
41 C -2.3569 -0.4989 5.2277
42 N -1.2522 0.4261 4.7877
43 O -0.0545 -0.3107 4.8054
44 C -3.6117 0.3101 5.6559
45 C -1.9877 -1.3024 6.5169
46 C -0.0495 1.6209 2.8538
47 H -2.8423 2.3791 4.4586
48 H -1.7606 3.2205 3.4176
49 H -3.0793 2.2821 2.7130
50 H -1.0931 -0.6560 2.0697
51 H -2.1797 0.5594 1.4308
52 H -3.9883 -0.2038 2.8811
53 H -3.3003 -1.5782 2.0405
54 H -3.6505 -2.0808 4.4453
55 H -1.9732 -2.2395 3.9617
56 H -3.3530 1.0814 6.3906
57 H -4.3592 -0.3426 6.1247
58 H -4.1276 0.7883 4.8205
59 H -1.1918 -2.0361 6.3450
60 H -2.8500 -1.8712 6.8868
61 H -1.6692 -0.6303 7.3224
62 H 0.4229 2.3034 3.5707
63 H -0.2332 2.1866 1.9314
64 H 0.6762 0.8406 2.5963

Atoms 1-2, force components in eV/Å:
C 0.2 -0.7 0.1
C 0.6 -0.9 0.2

---

Entry from OMol25: a molecular structure, C21H35GdN7O4 in a non-equilibrium geometry (wB97M-V/def2-TZVPD).

Output
electronic energy = -61779.60272 eV
HOMO (alpha / beta) = -16.669 / -16.536 eV
spin multiplicity = 8
E_LUMO (alpha / beta) = -8.3 / -12.3 eV
Kohn-Sham gap (alpha / beta) = 8.32 / 4.26 eV
ΔE to the lowest compared entry with this formula, charge and spin = 9.8 kcal/mol
total charge = +3

Cartesian coordinates (Å):
1 Gd -0.1898 0.1917 -0.2060
2 C 2.8916 -1.3635 0.4304
3 C 2.0380 -2.1452 -0.5506
4 O 0.6562 -2.1623 -0.1504
5 C 0.3252 -3.0374 0.9407
6 C 0.3215 -2.3138 2.2858
7 O -0.2225 -1.0095 2.0848
8 C -0.2498 -0.1973 3.2614
9 C -0.4491 1.2403 2.8115
10 O 0.4470 1.5822 1.7371
11 C 1.8254 1.7827 2.0947
12 C 2.6647 0.5268 1.8798
13 O 2.2304 -0.1163 0.6771
14 H 3.8851 -1.1987 0.0076
15 H 3.0088 -1.9084 1.3703
16 H 2.4228 -3.1605 -0.6511
17 H 2.0480 -1.6735 -1.5359
18 H 1.0241 -3.8736 0.9760
19 H -0.6625 -3.4390 0.7178
20 H 1.3263 -2.2270 2.7073
21 H -0.2895 -2.8790 2.9938
22 H 0.6865 -0.3124 3.8138
23 H -1.0692 -0.4945 3.9200
24 H -0.3169 1.9208 3.6526
25 H -1.4502 1.3791 2.4000
26 H 1.9015 2.0965 3.1361
27 H 2.1842 2.6009 1.4723
28 H 2.5640 -0.1715 2.7143
29 H 3.7180 0.8063 1.8019
30 C -6.0044 -0.9397 0.3001
31 N -4.5928 -1.2538 0.5523
32 C -4.2965 -2.4512 1.3378
33 C -3.5870 -0.5242 0.0572
34 N -2.3236 -0.8703 0.1127
35 N -3.9712 0.6546 -0.5681
36 C -3.2186 1.7601 -0.8912
37 N -3.9267 2.7468 -1.4612
38 N -1.9411 1.8431 -0.6407
39 H -6.6005 -1.8106 0.5522
40 H -6.1892 -0.7408 -0.7574
41 H -6.3545 -0.1053 0.9115
42 H -5.1678 -2.6975 1.9367
43 H -3.4724 -2.2614 2.0263
44 H -4.0651 -3.3101 0.7025
45 H -2.2428 -1.7846 0.5379
46 H -4.9640 0.7570 -0.6971
47 H -4.9165 2.6848 -1.6333
48 H -3.4849 3.6109 -1.7250
49 H -1.6143 2.7642 -0.9140
50 N 1.4706 1.8619 -1.3289
51 C 1.6889 1.5329 -2.7241
52 C 2.7916 2.0477 -3.4170
53 C 2.9182 1.8459 -4.7774
54 C 1.9265 1.1467 -5.4756
55 C 0.8254 0.5813 -4.7961
56 C -0.1993 -0.1132 -5.4574
57 C -1.2439 -0.6551 -4.7127
58 C -1.2111 -0.5551 -3.3386
59 N -0.2478 0.1138 -2.6642
60 C 0.7325 0.7257 -3.3837
61 H 1.0519 2.7930 -1.3052
62 H 2.3826 1.9822 -0.8972
63 H 3.5351 2.6403 -2.8963
64 H 3.7694 2.2595 -5.3004
65 H 1.9897 1.0322 -6.5503
66 H -0.1656 -0.2177 -6.5342
67 H -2.0597 -1.1768 -5.1927
68 H -1.9779 -1.0292 -2.7373

Atoms 1-2, force components in eV/Å:
Gd 0.1 0.0 0.1
C -0.1 -0.1 0.0

---

Entry from OMol25: a single C21H35N3O4 molecule (wB97M-V/def2-TZVPD).

Output
electronic energy = -35005.33681 eV
HOMO = -9.059 eV
SMILES string = C=CCC1(C(=O)N[C@H](C)C(=O)NCC(C)C)CN(C(=O)[C@H](C)C2(O)CCC2)C1
E_LUMO = 0.6 eV
Kohn-Sham gap = 9.65 eV
ΔE to the lowest compared entry with this formula, charge and spin = 24.0 kcal/mol

Cartesian coordinates (Å):
1 C 1.5736 0.3609 2.8917
2 C 1.1294 0.9555 1.7945
3 C 1.0562 0.2770 0.4545
4 C -0.3628 -0.0731 -0.0723
5 C -1.3718 -0.1071 1.0579
6 O -1.6977 -1.1415 1.6132
7 N -1.8496 1.1036 1.4327
8 C -2.5699 1.2656 2.6737
9 C -4.0847 1.2130 2.4751
10 C -2.1390 2.6085 3.2554
11 O -1.6946 3.4978 2.5433
12 N -2.3020 2.7488 4.5862
13 C -1.9249 3.9733 5.2747
14 C -0.4169 4.1218 5.4799
15 C 0.1598 2.9474 6.2620
16 C -0.1361 5.4452 6.1825
17 C -0.8071 0.7737 -1.3092
18 N -0.6068 -0.4163 -2.1245
19 C -0.7736 -0.7366 -3.4317
20 O -0.7481 -1.8968 -3.7965
21 C -0.9618 0.4432 -4.3776
22 C -1.9534 0.0706 -5.4763
23 C 0.3763 0.9146 -4.9736
24 O 0.8022 -0.0790 -5.8745
25 C 0.2768 2.3723 -5.4946
26 C 0.8985 2.8484 -4.1634
27 C 1.4118 1.4103 -3.9366
28 C -0.3827 -1.3135 -0.9988
29 H 1.6217 0.8857 3.8375
30 H 1.9024 -0.6721 2.8797
31 H 0.8030 1.9905 1.8560
32 H 1.5724 0.8734 -0.3028
33 H 1.6056 -0.6632 0.5403
34 H -1.4941 1.9586 1.0299
35 H -2.2634 0.4570 3.3418
36 H -4.6109 1.3167 3.4249
37 H -4.4031 2.0162 1.8096
38 H -4.3516 0.2551 2.0311
39 H -2.6334 1.9612 5.1149
40 H -2.3005 4.8166 4.6933
41 H -2.4312 3.9795 6.2430
42 H 0.0419 4.1470 4.4877
43 H -0.3050 2.8733 7.2499
44 H 0.0039 2.0008 5.7420
45 H 1.2333 3.0724 6.4111
46 H -0.5915 5.4604 7.1766
47 H 0.9361 5.6006 6.3066
48 H -0.5347 6.2886 5.6162
49 H -1.8503 1.1009 -1.2708
50 H -0.1674 1.6266 -1.5490
51 H -1.3588 1.2834 -3.7983
52 H -2.9144 -0.2057 -5.0419
53 H -2.1097 0.9080 -6.1570
54 H -1.5770 -0.7788 -6.0391
55 H 1.6634 0.1732 -6.2227
56 H 0.9658 2.5205 -6.3286
57 H -0.7062 2.7467 -5.7768
58 H 1.6441 3.6384 -4.2183
59 H 0.1382 3.1366 -3.4367
60 H 1.3861 0.9795 -2.9371
61 H 2.4196 1.2891 -4.3401
62 H 0.5493 -1.8755 -1.0642
63 H -1.2078 -1.9972 -0.7960

Atoms 1-2, force components in eV/Å:
C 0.0 0.0 0.0
C 0.0 0.2 -0.1

---

Entry from OMol25: a molecular structure, C21H36AlCl5N3P (wB97M-V/def2-TZVPD).

Output
electronic energy = -105318.48072 eV
HOMO = -13.805 eV
E_LUMO = -5.8 eV
Kohn-Sham gap = 8.03 eV
ΔE to the lowest compared entry with this formula, charge and spin = 18.7 kcal/mol
total charge = +2

Cartesian coordinates (Å):
1 Al 1.9486 1.1818 -0.1500
2 C -0.4175 1.8811 1.1300
3 C 0.4953 1.3110 2.2109
4 N 1.9361 1.3442 1.8011
5 C 2.6877 2.6116 2.0625
6 C 2.1896 3.7251 1.1472
7 N 1.9862 3.2091 -0.2426
8 C 0.7654 3.7098 -0.9514
9 C -0.1820 2.5259 -1.2567
10 N 0.0392 1.4708 -0.2378
11 H -0.4661 2.9659 1.1719
12 H -1.4295 1.5058 1.2863
13 H 0.2452 0.2612 2.3638
14 H 0.3536 1.8379 3.1553
15 H 2.4135 0.5908 2.2900
16 H 3.7386 2.3958 1.8622
17 H 2.5940 2.9056 3.1083
18 H 2.9098 4.5422 1.1482
19 H 1.2478 4.1312 1.5099
20 H 2.8137 3.4557 -0.7840
21 H 1.0554 4.1964 -1.8803
22 H 0.2770 4.4652 -0.3388
23 H 0.0335 2.0920 -2.2347
24 H -1.2226 2.8514 -1.2629
25 H -0.4746 0.5750 -0.4386
26 Cl 5.0982 2.9626 -1.3344
27 C 4.9129 1.2405 -1.2420
28 C 3.6889 0.7005 -0.8661
29 C 3.6327 -0.6789 -0.8192
30 Cl 1.9917 -1.2609 -0.4719
31 C 4.6679 -1.5529 -1.0811
32 Cl 4.4583 -3.2426 -0.9847
33 C 5.8865 -0.9686 -1.4433
34 Cl 7.2195 -1.9676 -1.7858
35 C 6.0087 0.4270 -1.5345
36 Cl 7.4978 1.1171 -1.9965
37 C -3.4929 -2.3900 -2.0569
38 C -2.0969 -1.8425 -1.7589
39 C -1.7643 -0.6943 -2.7169
40 P -1.7001 -1.3580 -0.0085
41 C -3.2297 -0.7664 0.8681
42 C -4.3523 -1.7494 1.1986
43 C -3.7881 0.4624 0.1342
44 C -1.1628 -2.9465 0.7847
45 C -0.9693 -2.7441 2.2875
46 C -1.9895 -4.1985 0.4911
47 H -3.5277 -2.7569 -3.0841
48 H -4.2517 -1.6127 -1.9672
49 H -3.7702 -3.2141 -1.4040
50 H -1.3724 -2.6443 -1.9487
51 H -2.4512 0.1459 -2.5863
52 H -1.8501 -1.0256 -3.7526
53 H -0.7391 -0.3346 -2.5768
54 H -2.8218 -0.4191 1.8272
55 H -4.7805 -2.1992 0.3056
56 H -5.1545 -1.2165 1.7132
57 H -4.0187 -2.5458 1.8603
58 H -4.4538 0.1645 -0.6751
59 H -3.0046 1.0866 -0.3095
60 H -4.3684 1.0856 0.8158
61 H -0.1719 -3.1104 0.3420
62 H -1.9186 -2.5679 2.7951
63 H -0.3100 -1.8988 2.5067
64 H -0.5215 -3.6322 2.7341
65 H -2.9952 -4.1344 0.9019
66 H -1.5041 -5.0641 0.9454
67 H -2.0689 -4.3976 -0.5766

Atoms 1-2, force components in eV/Å:
Al 0.4 0.7 0.1
C 0.0 0.0 -0.1